(1)
The following is a DFT calculation (ωB97M-V/def2-TZVPD) of C4H8O2 in the gas phase.

As for the net charge: 0. As for the HOMO-LUMO gap: 11.67 eV. The relative energy (zero: lowest compared OMol25 entry of this formula, charge and spin) comes out at 21.86 kcal/mol. The SMILES is CC(C)OC=O.

Structure (XYZ):
```
14
C4H8O2 (ωB97M-V/def2-TZVPD)
C -0.94056 -0.74226 -0.95391
C 0.25755 -0.11377 -0.19658
C 1.33833 -0.92583 0.52163
O -0.43986 0.62601 0.84187
C -0.65790 1.92267 0.62307
O 0.07918 2.67871 0.04818
H -0.82406 -1.76703 -1.30893
H -1.80582 -0.72518 -0.28073
H -1.21491 -0.10329 -1.80342
H 0.78018 0.60609 -0.83670
H 1.84163 -0.22872 1.20295
H 2.11216 -1.31582 -0.15017
H 0.94278 -1.74906 1.12188
H -1.64234 2.19250 1.03335
```

natural (NBO) atomic charge list, values in e, 4 entries: atom 1 (C): -0.64, atom 2 (C): 0.08, atom 3 (C): -0.63, atom 4 (O): -0.53

=====

(2)
The following is a DFT calculation (ωB97M-V/def2-TZVPD) of C4H8O2 as an isolated structure.

As for the net charge: 0. As for the HOMO-LUMO gap: 10.94 eV. The relative energy (zero: lowest compared OMol25 entry of this formula, charge and spin) comes out at 86.78 kcal/mol.

Structure (XYZ):
```
14
C4H8O2 (ωB97M-V/def2-TZVPD)
C 0.93533 0.70649 -0.65237
O 1.37591 -0.58471 -0.35434
C 0.45036 -1.18613 0.54295
C -0.93096 -0.77080 0.04836
C -0.79510 0.71032 -0.15648
O -0.79060 1.47537 1.00866
H 0.91203 0.90902 -1.71970
H 1.67156 1.44980 -0.21357
H 0.16389 1.45034 0.53454
H 0.60468 -0.81929 1.56917
H 0.62167 -2.26228 0.51199
H -1.71890 -1.00224 0.77087
H -1.14598 -1.24316 -0.91356
H -1.35387 1.16727 -0.97651
```

natural (NBO) atomic charge list, values in e, 4 entries: atom 1 (C): -0.20, atom 2 (O): -0.52, atom 3 (C): -0.07, atom 4 (C): -0.48

=====

(3)
The following is a DFT calculation (ωB97M-V/def2-TZVPD) of a 2-piece molecular cluster, C4H8O2 overall.

As for the net charge: 0. As for the HOMO-LUMO gap: 10.58 eV. The relative energy (zero: lowest compared OMol25 entry of this formula, charge and spin) comes out at 24.07 kcal/mol. The SMILES is CC(=O)O.C=C.

Structure (XYZ):
```
14
C4H8O2 (ωB97M-V/def2-TZVPD)
C -2.28103 0.52909 -0.98018
C -0.95892 -0.13480 -1.24420
O 0.07126 0.14192 -0.68941
O -1.03484 -1.11434 -2.16230
H -2.93814 0.45438 -1.83785
H -2.07788 1.55287 -0.69593
H -2.72711 0.02637 -0.12827
H -0.13962 -1.48796 -2.23451
C 1.76040 -0.15473 2.39609
C 2.63878 0.78234 2.71191
H 1.53596 -0.96317 3.08170
H 1.17119 -0.08835 1.49039
H 3.19559 0.72356 3.63714
H 2.85123 1.59303 2.03056
```

natural (NBO) atomic charge list, values in e, 4 entries: atom 1 (C): -0.72, atom 2 (C): 0.80, atom 3 (O): -0.61, atom 4 (O): -0.68

=====

(4)
The following is a DFT calculation (ωB97M-V/def2-TZVPD) of C4H8O2 in the gas phase.

As for the net charge: 0. As for the HOMO-LUMO gap: 11.21 eV. The relative energy (zero: lowest compared OMol25 entry of this formula, charge and spin) comes out at 107.59 kcal/mol. The SMILES is OCC[C@H]1CO1.

Structure (XYZ):
```
14
C4H8O2 (ωB97M-V/def2-TZVPD)
O 2.20572 0.99701 0.65615
C 1.75663 -0.20770 0.06020
C 0.33956 -0.67570 0.37037
C -0.79647 -0.03793 -0.36652
C -2.11269 0.37828 0.06690
O -1.16565 1.27821 -0.54349
H 1.54198 1.67666 0.48770
H 1.82442 -0.14756 -1.03641
H 2.47285 -0.96774 0.39086
H -0.05025 -1.29567 -0.55579
H 0.16885 -1.05172 1.40090
H -0.89858 -0.61179 -1.44803
H -2.37053 0.64995 1.08656
H -2.91582 0.01570 -0.56940
```

natural (NBO) atomic charge list, values in e, 4 entries: atom 1 (O): -0.71, atom 2 (C): -0.07, atom 3 (C): -0.51, atom 4 (C): 0.05

=====

(5)
The following is a DFT calculation (ωB97M-V/def2-TZVPD) of C4H8O2 in the gas phase.

As for the net charge: 0. As for the HOMO-LUMO gap: 11.17 eV. The relative energy (zero: lowest compared OMol25 entry of this formula, charge and spin) comes out at 58.73 kcal/mol. The SMILES is COC[C@H]1CO1.

Structure (XYZ):
```
14
C4H8O2 (ωB97M-V/def2-TZVPD)
C 1.87952 0.44892 -1.35050
O 0.88907 0.78686 -0.41360
C 0.32997 -0.35488 0.18398
C -0.77789 0.07159 1.10893
C -2.18069 -0.22382 0.81596
O -1.44651 -0.99712 1.75621
H 2.69200 -0.13410 -0.88861
H 1.45879 -0.14195 -2.17918
H 2.29144 1.37864 -1.74940
H 1.08644 -0.90152 0.77173
H -0.06502 -1.04775 -0.57817
H -0.53342 0.92060 1.75145
H -2.42655 -0.74554 -0.10928
H -2.98053 0.39023 1.22913
```

natural (NBO) atomic charge list, values in e, 4 entries: atom 1 (C): -0.25, atom 2 (O): -0.53, atom 3 (C): -0.08, atom 4 (C): 0.04

=====

(6)
The following is a DFT calculation (ωB97M-V/def2-TZVPD) of C4H8O2 in the gas phase.

As for the net charge: 0. As for the HOMO-LUMO gap: 10.72 eV. The relative energy (zero: lowest compared OMol25 entry of this formula, charge and spin) comes out at 46.93 kcal/mol. The SMILES is CC[C@@H](O)C=O.

Structure (XYZ):
```
14
C4H8O2 (ωB97M-V/def2-TZVPD)
C -0.11833 -0.24017 -1.47358
C 0.26366 -1.01159 -0.21077
C 0.43158 0.07159 1.14867
O 1.44207 0.99355 0.89980
C -0.91592 0.63541 1.05256
O -1.12494 1.55399 0.27520
H -0.91836 -0.68056 -2.08290
H 0.73220 0.03961 -2.10155
H -0.57228 0.69373 -1.09843
H 1.28386 -1.38141 -0.20891
H -0.44224 -1.83647 -0.01385
H 0.66359 -0.46254 2.08442
H 1.03265 1.71221 0.38900
H -1.73582 0.05140 1.49601
```

natural (NBO) atomic charge list, values in e, 4 entries: atom 1 (C): -0.67, atom 2 (C): -0.40, atom 3 (C): 0.02, atom 4 (O): -0.70

=====

(7)
The following is a DFT calculation (ωB97M-V/def2-TZVPD) of C4H8O2 in the gas phase.

As for the net charge: 0. As for the HOMO-LUMO gap: 10.96 eV. The relative energy (zero: lowest compared OMol25 entry of this formula, charge and spin) comes out at 53.78 kcal/mol. The SMILES is CCO[C@@H]1CO1.

Structure (XYZ):
```
14
C4H8O2 (ωB97M-V/def2-TZVPD)
C -2.12331 -0.67600 -0.53783
C -0.61574 -0.52174 -0.54547
O -0.26645 0.35968 0.52185
C 1.04136 0.28219 0.95865
C 2.04646 1.20540 0.43348
O 2.01251 -0.17801 0.06048
H -2.61046 0.30026 -0.62130
H -2.45953 -1.14916 0.38991
H -2.44257 -1.29876 -1.37993
H -0.12244 -1.49440 -0.41827
H -0.26824 -0.10356 -1.50083
H 1.12525 -0.11650 1.97339
H 2.90892 1.49753 1.03242
H 1.74195 1.89957 -0.35030
```

natural (NBO) atomic charge list, values in e, 4 entries: atom 1 (C): -0.62, atom 2 (C): -0.06, atom 3 (O): -0.54, atom 4 (C): 0.34

=====

(8)
The following is a DFT calculation (ωB97M-V/def2-TZVPD) of C4H8O2 in the gas phase.

As for the net charge: 0. As for the HOMO-LUMO gap: 10.17 eV. The relative energy (zero: lowest compared OMol25 entry of this formula, charge and spin) comes out at 57.95 kcal/mol. The SMILES is C=COCOC.

Structure (XYZ):
```
14
C4H8O2 (ωB97M-V/def2-TZVPD)
C 1.71199 1.16094 0.14522
C 1.83460 -0.14476 -0.09370
O 0.81095 -1.04202 -0.22889
C -0.37888 -0.69059 0.40748
O -1.00403 0.27978 -0.38313
C -2.37081 0.36461 -0.01473
H 0.73527 1.68265 0.13883
H 2.66711 1.63635 0.15433
H 2.80970 -0.66955 -0.27490
H -1.04382 -1.60696 0.54091
H -0.14731 -0.25544 1.40109
H -2.45820 0.71764 1.03846
H -2.93829 1.10947 -0.63170
H -2.86118 -0.65749 -0.13643
```

natural (NBO) atomic charge list, values in e, 4 entries: atom 1 (C): -0.54, atom 2 (C): 0.14, atom 3 (O): -0.51, atom 4 (C): 0.23

=====

(9)
The following is a DFT calculation (ωB97M-V/def2-TZVPD) of C4H8O2 in the gas phase.

As for the net charge: 0. As for the HOMO-LUMO gap: 10.32 eV. The relative energy (zero: lowest compared OMol25 entry of this formula, charge and spin) comes out at 48.02 kcal/mol. The SMILES is COCC(C)=O.

Structure (XYZ):
```
14
C4H8O2 (ωB97M-V/def2-TZVPD)
C -1.65897 -0.14272 -0.62534
O -1.37715 -0.18338 0.74447
C -0.17437 -0.88944 0.86488
C 0.99289 -0.27932 -0.15660
C 1.37503 1.18198 0.04366
O 1.63590 -0.99386 -0.89388
H -2.46098 0.59444 -0.77677
H -0.64434 0.04124 -1.08559
H -1.96228 -1.12197 -1.02940
H 0.05572 -0.84538 1.94200
H -0.32133 -1.94134 0.56380
H 2.23656 1.10468 0.71659
H 0.58128 1.74289 0.53505
H 1.72202 1.73220 -0.84287
```

natural (NBO) atomic charge list, values in e, 4 entries: atom 1 (C): -0.24, atom 2 (O): -0.52, atom 3 (C): -0.16, atom 4 (C): 0.55

=====

(10)
The following is a DFT calculation (ωB97M-V/def2-TZVPD) of a 2-piece molecular cluster, C4H8O2 overall.

As for the net charge: 0. As for the HOMO-LUMO gap: 10.75 eV. The relative energy (zero: lowest compared OMol25 entry of this formula, charge and spin) comes out at 62.49 kcal/mol. The SMILES is C=CCO.C=O.

Structure (XYZ):
```
14
C4H8O2 (ωB97M-V/def2-TZVPD)
C 0.34369 1.24935 1.33892
C -0.02240 -0.02100 1.19593
C -1.19142 -0.39510 0.31046
O -1.10464 0.24581 -0.96242
H 1.24940 1.54837 1.85450
H -0.26186 2.05421 0.92120
H 0.55880 -0.82499 1.63945
H -1.21224 -1.47329 0.12546
H -2.14015 -0.10828 0.78327
H -0.57892 1.04433 -0.82167
C 1.08268 -0.82655 -1.59951
O 1.38020 -1.55254 -0.68281
H 0.52440 -1.18325 -2.48134
H 1.37246 0.24293 -1.62145
```

natural (NBO) atomic charge list, values in e, 4 entries: atom 1 (C): -0.43, atom 2 (C): -0.18, atom 3 (C): -0.12, atom 4 (O): -0.71

=====

(11)
The following is a DFT calculation (ωB97M-V/def2-TZVPD) of C4H8O2 in the gas phase.

As for the net charge: 0. As for the HOMO-LUMO gap: 9.48 eV. The relative energy (zero: lowest compared OMol25 entry of this formula, charge and spin) comes out at 82.25 kcal/mol.

Structure (XYZ):
```
14
C4H8O2 (ωB97M-V/def2-TZVPD)
O -0.68955 -1.56144 1.02352
C -1.10951 -1.06527 -0.13968
C -1.18347 0.43779 0.03172
C 0.07488 1.04477 -0.64416
C 1.23430 0.08100 -0.38548
O 1.60891 0.01373 0.97066
H -0.53714 -2.51378 0.91460
H 0.88280 -0.89856 -0.75461
H -2.09652 0.78140 -0.46479
H -1.21794 0.72595 1.09242
H -0.06921 1.15171 -1.72807
H 0.28746 2.04171 -0.23560
H 2.13350 0.30895 -0.95633
H 0.90076 -0.44442 1.44757
```

natural (NBO) atomic charge list, values in e, 4 entries: atom 1 (O): -0.70, atom 2 (C): 0.28, atom 3 (C): -0.58, atom 4 (C): -0.41

=====

(12)
The following is a DFT calculation (ωB97M-V/def2-TZVPD) of C4H8O2 as an isolated structure.

As for the net charge: 0. As for the HOMO-LUMO gap: 9.57 eV. The relative energy (zero: lowest compared OMol25 entry of this formula, charge and spin) comes out at 136.36 kcal/mol.

Structure (XYZ):
```
14
C4H8O2 (ωB97M-V/def2-TZVPD)
C 1.25300 0.31361 1.45118
O 0.53123 -0.74856 0.86994
C -0.85714 -0.59011 1.09397
C -0.22785 0.05107 -1.85163
C -0.70060 -0.19476 -3.12203
O -0.99983 1.03489 -1.71564
H 0.94852 1.28796 1.03528
H 1.10400 0.32485 2.54098
H 2.31448 0.16747 1.23758
H -1.21455 0.33895 0.62910
H -1.05830 -0.57507 2.17484
H 0.43763 -0.33644 -1.07281
H -1.38647 -1.42420 0.62294
H -0.14412 0.35033 -3.89371
```

natural (NBO) atomic charge list, values in e, 4 entries: atom 1 (C): -0.26, atom 2 (O): -0.55, atom 3 (C): -0.27, atom 4 (C): 0.22

=====

Q: What is the net charge in the first record?
A: 0

=====

Q: Number 10 is which compound?
A: C4H8O2

=====

Repeat the eleventh record exactly.
The following is a DFT calculation (ωB97M-V/def2-TZVPD) of C4H8O2 in the gas phase.

As for the net charge: 0. As for the HOMO-LUMO gap: 9.48 eV. The relative energy (zero: lowest compared OMol25 entry of this formula, charge and spin) comes out at 82.25 kcal/mol.

Structure (XYZ):
```
14
C4H8O2 (ωB97M-V/def2-TZVPD)
O -0.68955 -1.56144 1.02352
C -1.10951 -1.06527 -0.13968
C -1.18347 0.43779 0.03172
C 0.07488 1.04477 -0.64416
C 1.23430 0.08100 -0.38548
O 1.60891 0.01373 0.97066
H -0.53714 -2.51378 0.91460
H 0.88280 -0.89856 -0.75461
H -2.09652 0.78140 -0.46479
H -1.21794 0.72595 1.09242
H -0.06921 1.15171 -1.72807
H 0.28746 2.04171 -0.23560
H 2.13350 0.30895 -0.95633
H 0.90076 -0.44442 1.44757
```

natural (NBO) atomic charge list, values in e, 4 entries: atom 1 (O): -0.70, atom 2 (C): 0.28, atom 3 (C): -0.58, atom 4 (C): -0.41

=====

Q: Which of these has the lowest relative energy (zero: lowest compared OMol25 entry of this formula, charge and spin)?
A: number 1